No. 1
Below is a molecular structure, C30H44N5O3S2W, with properties calculated with ωB97M-V/def2-TZVPD.

Last column: Löwdin spin population.
Positions of all 85 atoms, in Å:
C -1.88 3.73 -2.06  0.01
O -0.27 -0.41 1.56  0.04
H 0.93 3.44 7.24  0.00
H -3.25 4.97 -0.94  0.00
C 1.54 3.29 1.47  0.01
N 1.34 2.61 0.27  0.02
N -3.09 1.43 2.76  0.01
C 0.78 -1.25 2.02  0.00
C -3.73 2.71 2.46  0.00
C 0.47 3.53 5.13  0.00
N -2.19 0.78 -4.23  0.00
H 0.80 1.37 5.14  0.00
H 4.49 -2.12 -0.17  0.00
H -1.41 3.28 -1.18  0.01
H -4.74 2.54 2.09  0.00
H -1.24 4.57 -2.36  0.00
H 0.49 -2.30 1.95  0.00
C -1.44 -0.34 2.38  0.00
H -3.44 1.25 4.82  0.00
H -1.42 4.29 4.35  0.00
C 1.06 1.43 -2.08  0.01
C -0.03 2.08 5.23  0.00
H -3.79 3.29 3.38  0.00
H -3.15 3.26 1.72  0.00
H -1.94 0.59 -6.27  0.00
H 0.24 -0.10 -3.35  0.00
H -4.74 0.67 3.78  0.00
H -0.44 5.51 5.15  0.00
C 1.19 3.77 3.80  0.00
C 4.23 -1.23 0.40  0.00
C 1.40 3.79 6.32  0.00
H 3.84 1.68 -4.80  0.00
H -1.79 2.24 -5.70  0.00
C -3.66 0.71 3.90  0.00
C 2.17 4.78 3.69  0.00
O 1.73 -0.11 0.16  0.03
W 0.00 1.07 -0.30  1.68
H -3.94 1.89 -6.94  0.00
H 2.41 5.38 4.55  0.00
C -3.85 1.55 -5.91  0.00
H -3.90 3.38 -1.39  0.00
H 3.99 -0.42 -0.28  0.00
N 3.09 -1.53 1.27  0.01
H -4.40 0.61 -5.82  0.00
C -3.28 4.21 -1.72  0.00
H 3.95 3.13 -2.81  0.00
H 1.04 -1.01 3.06  0.00
H -3.74 4.66 -2.60  0.00
C 1.04 0.62 -3.21  0.00
H 5.08 -0.96 1.02  0.00
H -0.79 1.85 4.48  0.00
H -1.29 4.31 6.12  0.00
C -0.74 4.47 5.19  0.00
H 2.35 3.25 6.20  0.00
H 1.62 4.85 6.45  0.00
H -1.17 -0.39 3.43  0.00
C 2.15 2.32 -1.95  0.00
H 0.12 2.27 2.68  0.00
C 2.20 3.01 -0.67  0.03
C -2.37 1.32 -5.59  0.00
H -4.29 2.29 -5.26  0.00
H -3.29 -0.30 3.97  0.00
H 3.62 5.78 2.49  0.00
C 1.94 -0.95 1.09  0.00
H 2.00 0.05 -5.04  0.00
H -2.12 -1.16 2.13  0.00
H -2.39 -0.21 -4.13  0.00
H -2.02 3.20 -4.06  0.00
H 3.83 -1.93 3.20  0.00
C 3.36 -2.46 2.36  0.00
H 2.46 -2.96 2.72  0.00
C 2.55 4.25 1.40  0.00
C 2.03 0.70 -4.18  0.00
S 3.26 4.25 -0.19  0.02
H 4.05 -3.22 2.01  0.00
N -1.88 2.77 -3.16  0.00
O -1.61 1.65 1.07  0.04
S -2.04 0.52 -1.63  0.03
C -2.09 0.99 2.04  0.01
C 2.86 5.02 2.52  0.00
H -0.49 1.93 6.21  0.00
C 0.88 3.04 2.67  0.00
C 3.13 2.43 -2.92  0.00
C -2.01 1.45 -3.12  0.01
C 3.07 1.62 -4.05  0.00

ΔE to the lowest compared entry with this formula, charge and spin: 1.2726 eV
Net charge: +3
Multiplicity: 3
HOMO (spin up / spin down): -16.0 / -16.0 eV
⟨S²⟩: 2.017
Molecular weight: 770.7 g/mol
LUMO (spin up / spin down): -0.3504 / -0.3365 Ha

***

No. 2
Below is a molecular structure, C30H45As4CuN2S2, with properties calculated with ωB97M-V/def2-TZVPD.

Last column: Löwdin spin population.
Positions of all 84 atoms, in Å:
C -0.01 3.68 -1.43  0.03
H -5.24 -3.92 -1.84  0.00
C -3.75 -2.89 -0.85  0.00
H 0.13 4.77 -4.06  0.00
C -1.82 -3.05 3.84  0.00
C 3.37 -1.24 1.15  0.02
H 3.31 1.60 -1.51  0.00
C 0.04 -2.51 2.42  0.00
H 5.28 -0.35 1.51  0.00
N -4.35 -3.45 -1.91  0.00
C -0.02 -6.31 -0.24  0.00
H -3.18 3.54 -0.03  0.00
C 2.67 -2.41 0.88  0.01
H -1.76 4.98 1.27  0.00
H -5.35 -3.30 0.40  0.00
H -3.84 -3.50 -2.77  0.00
C 0.30 -6.39 -1.58  0.00
H 3.05 2.89 1.03  0.00
H -1.50 -2.78 5.94  0.00
H 1.63 3.77 1.59  0.00
H 1.07 -3.14 -2.14  0.00
H 0.25 -7.34 -2.10  0.00
C -1.76 5.47 -1.39  0.00
H 0.97 -5.32 -3.32  0.00
C 0.70 -5.25 -2.27  0.00
C -1.27 -2.95 2.57  0.00
N -4.44 -2.89 0.31  0.00
H -3.31 2.09 2.03  0.00
C 5.44 -2.46 1.16  0.00
H -3.63 3.57 -3.66  0.00
H -1.58 1.94 2.40  0.00
C -2.64 3.88 -4.00  0.00
H -2.68 3.97 -5.09  0.00
C -1.07 -2.70 4.95  0.00
C 0.77 -4.04 -1.61  0.00
H 2.83 -4.53 0.55  0.00
S -2.23 -2.19 -0.96  0.00
H -1.84 -3.21 1.69  0.00
Cu 0.61 0.15 0.21  0.36
H 6.51 -2.48 1.27  0.00
H -0.17 -5.05 1.49  0.00
H 1.81 -1.81 3.42  0.00
C 0.23 -2.25 4.80  0.00
H -4.02 -2.46 1.11  0.00
H -1.91 3.11 -3.76  0.00
H 0.65 4.51 -1.69  0.00
C -0.89 4.57 0.75  0.00
H -2.78 3.03 -1.66  0.00
H -2.84 -3.41 3.96  0.00
As 1.15 2.41 -0.52  0.09
C 2.47 2.15 -1.93  0.01
H 0.23 6.46 -3.53  0.00
H -0.44 6.07 -5.11  0.00
H 5.28 -4.57 0.78  0.00
H 2.81 3.11 -2.30  0.00
C -1.25 4.19 -0.69  0.00
H 2.04 1.58 -2.74  0.00
As 0.75 -2.27 0.63  0.05
H 2.56 4.38 0.20  0.00
C 4.75 -3.64 0.89  0.01
H -2.58 0.49 2.31  0.00
C 3.37 -3.61 0.75  0.00
H -0.10 5.32 0.77  0.00
H -3.83 0.38 -1.60  0.00
C 0.79 -2.15 3.53  0.00
C 0.06 -5.10 0.43  0.00
C -0.37 5.73 -4.07  0.00
S 2.52 0.29 1.37  0.24
H -0.33 -7.20 0.30  0.00
C -2.38 3.15 -0.66  0.01
H -0.30 3.18 -2.36  0.00
H 0.81 -1.97 5.67  0.00
As -2.19 5.67 -3.33  0.00
H -4.53 1.56 -0.47  0.00
C 4.75 -1.26 1.29  0.02
C 2.20 3.49 0.71  0.01
H -2.68 5.79 -0.88  0.00
H -0.55 3.69 1.31  0.00
H -1.04 6.27 -1.22  0.00
H -4.17 -0.09 0.06  0.00
C -3.84 0.72 -0.57  0.02
C 0.45 -3.96 -0.26  0.02
As -2.04 1.29 -0.04  0.05
C -2.42 1.48 1.88  0.00

ΔE to the lowest compared entry with this formula, charge and spin: 0.7638 eV
Net charge: +1
Multiplicity: 2
HOMO (spin up / spin down): -10.1 / -10.3 eV
⟨S²⟩: 0.758
Molecular weight: 861.1 g/mol
LUMO (spin up / spin down): -0.0756 / -0.1643 Ha

***

No. 3
Below is a molecular structure, C30H45BN5PtS2Se, with properties calculated with ωB97M-V/def2-TZVPD.

Last column: Löwdin spin population.
Positions of all 85 atoms, in Å:
H 2.02 -2.39 -1.45  0.00
H -3.45 -1.14 1.21  0.00
H -1.66 -3.13 -1.19  0.00
H 5.45 1.13 1.25  0.00
H -4.39 2.46 3.45  0.00
H 1.04 2.85 -4.04  0.00
H -1.89 -0.31 1.29  0.00
C -0.59 -1.97 4.40  0.01
C -1.41 -0.20 -1.39  0.26
H -0.63 2.66 -4.58  0.00
B -0.21 0.61 4.70  0.00
H -2.10 3.11 0.54  0.01
C -1.26 2.02 2.78  0.04
C -0.57 1.84 -2.03  0.29
N -2.48 2.53 2.48  0.03
H -4.12 -0.38 -1.72  0.00
H 0.27 4.06 -0.59  0.00
C -2.37 -1.13 -0.67  0.02
H 5.48 -3.74 1.26  0.00
H 0.48 -3.23 -1.26  0.00
C 4.60 -0.63 0.33  0.08
H 1.05 -0.42 -4.48  0.00
H 2.58 -3.14 2.07  0.00
H -2.41 -3.00 0.38  0.00
C -0.45 3.27 -2.49  0.03
C 0.00 -0.42 -1.90  0.14
C 6.16 -0.70 2.12  0.00
C 0.47 -1.62 -2.75  0.01
Se 3.50 0.34 -0.88  0.78
H 4.02 -2.60 -0.36  0.00
H -4.34 -1.96 -0.96  0.00
C -3.36 2.15 3.46  0.02
H 0.75 5.01 -2.01  0.00
H 2.39 -0.75 -3.37  0.01
H 0.80 1.24 4.64  0.00
H -2.63 1.61 -1.30  0.00
C 0.49 0.88 -2.16  0.06
H -2.97 0.92 5.25  0.00
C -0.14 -2.96 3.60  0.01
H -3.81 3.21 1.04  0.00
C 0.79 -1.06 2.97  0.04
H -0.78 -2.37 0.15  0.01
C 5.43 -2.66 1.25  0.00
H 0.05 4.27 -4.34  0.00
N -1.35 1.34 3.92  0.02
C 0.59 4.00 -1.63  0.02
C -1.76 -2.49 -0.32  0.01
H 6.78 -0.20 2.85  0.00
S 1.83 0.08 2.17  0.39
C 4.61 -2.02 0.33  0.03
H -1.43 -2.72 -2.86  0.00
H -2.64 4.43 1.61  0.00
C 5.41 0.05 1.23  0.04
C 1.14 -2.76 -1.98  0.01
C 1.55 -3.10 1.74  0.01
C 0.03 3.26 -3.95  0.02
H -3.42 -1.83 -2.46  0.00
Pt 1.15 0.16 -0.11  0.88
H 1.15 -4.10 1.64  0.00
H -0.33 -4.01 3.60  0.00
H -2.18 4.06 -1.42  0.00
H 1.46 -3.53 -2.68  0.00
H -0.43 -2.82 -4.31  0.00
C -3.63 -1.34 -1.51  0.01
H -1.66 5.02 -2.79  0.00
C -1.69 1.14 -1.56  0.06
C -0.76 -2.15 -3.51  0.01
H -3.28 0.47 0.53  0.00
S 0.14 2.31 1.81  0.51
C -2.77 -0.48 0.67  0.01
H -2.53 3.52 -3.06  0.00
H 1.56 3.48 -1.65  0.00
H 1.49 -2.58 0.78  0.00
H -1.27 -2.00 5.23  0.00
H 1.38 1.08 -2.75  0.00
C -2.78 3.38 1.35  0.01
H -0.61 0.40 5.81  0.00
N 0.00 -0.79 4.01  0.02
N 0.74 -2.38 2.71  0.02
C 1.48 -1.16 -3.81  0.01
N 6.18 -2.02 2.14  0.02
C -1.78 4.00 -2.43  0.00
C -2.66 1.40 4.34  0.01
H 1.78 -2.02 -4.41  0.00
H -1.33 -1.34 -3.96  0.00

ΔE to the lowest compared entry with this formula, charge and spin: 0.0700 eV
Net charge: +1
Multiplicity: 5
HOMO (spin up / spin down): -9.7 / -10.8 eV
⟨S²⟩: 6.035
Molecular weight: 824.7 g/mol
LUMO (spin up / spin down): -0.0695 / -0.1987 Ha

***

No. 4
Below is a molecular structure, C30H45BiClO2P2, with properties calculated with ωB97M-V/def2-TZVPD.

Last column: Mulliken charge in e.
Positions of all 81 atoms, in Å:
H -2.65 -1.17 -4.59  0.88
H -3.38 1.09 -1.43  0.36
C -1.46 4.13 4.08  -0.14
H -1.73 -0.03 4.37  0.13
H 3.10 -2.68 1.81  0.33
H 0.57 0.39 4.87  0.25
H -2.93 -2.66 2.31  0.34
C 2.64 1.59 0.04  -1.06
C 2.54 -1.13 -1.34  -0.99
H -0.84 -2.58 -5.41  0.30
H 1.71 3.36 3.12  0.28
C -0.74 -1.87 3.82  0.21
H 0.29 0.54 -2.64  -0.94
C -2.97 0.51 -0.58  -1.01
H -2.36 -2.48 -1.43  0.48
H -3.71 -0.26 -0.30  0.43
H 1.04 -5.18 1.67  0.32
C 0.65 -1.56 3.96  0.62
H -2.53 -4.27 2.88  0.32
C -1.18 5.29 4.82  -0.76
H -1.64 -1.87 -2.94  -0.14
Cl 0.49 7.22 5.78  -0.19
C -1.50 -1.93 -1.84  -0.56
C 1.18 5.07 4.28  -0.80
C 0.77 -4.19 1.29  -1.31
Bi -0.23 -0.41 1.28  0.82
H -1.61 -1.96 -6.86  0.35
C -2.15 -3.43 2.29  -1.46
C 1.35 0.56 -4.85  -0.67
H -0.61 1.14 -6.95  0.34
H -1.92 -1.38 5.52  0.31
H -2.82 1.18 0.29  0.28
H 2.20 -0.13 4.41  0.27
H 2.08 2.22 0.74  0.10
H 3.52 1.19 0.58  0.43
H -2.47 3.77 4.03  0.48
H -2.83 -1.37 4.01  0.29
H 3.22 -1.32 2.94  0.32
C -0.80 1.50 -5.93  -1.03
H 1.64 -3.83 0.70  0.26
H 0.84 -1.97 -6.99  0.43
H 1.40 -0.86 5.81  0.36
C -1.86 -1.12 4.45  -1.00
H 3.47 -1.31 -0.77  0.45
H 2.16 0.75 -4.13  0.54
C 2.84 -2.34 2.82  -1.45
O 0.46 1.67 2.17  -0.88
C -1.83 -0.71 -5.16  -0.67
C -1.76 0.63 -5.16  -0.36
H 3.01 2.22 -0.79  0.42
C 0.89 3.90 3.57  -0.30
H 3.39 -2.98 3.53  0.31
H -0.11 1.77 -1.40  0.55
C -0.42 3.44 3.43  0.27
C 0.44 -3.26 2.41  0.64
C 0.34 -1.13 -6.49  -1.00
H 2.20 5.43 4.36  0.40
C 1.23 -0.48 4.79  -1.22
H 2.02 -1.41 -5.12  0.37
H -2.04 -3.77 1.26  0.28
H -0.59 -2.51 -1.63  0.19
C 0.55 1.77 -5.23  -0.42
H -2.50 1.19 -4.59  0.40
O -1.76 1.67 2.44  -0.76
H 0.17 -0.38 -7.28  0.29
C -0.64 2.20 2.63  0.77
H 1.15 2.41 -5.89  0.41
H 1.95 -2.05 -1.35  0.25
C -1.02 -1.66 -5.98  -0.60
C 1.38 -2.43 3.09  0.42
H -1.97 5.85 5.33  0.40
H -1.29 2.48 -6.05  0.42
C -0.87 -2.92 2.86  0.08
C 0.09 0.69 -1.57  0.29
C 0.14 5.77 4.91  0.37
H 2.82 -0.89 -2.38  0.32
P -1.40 -0.32 -1.00  0.41
H 0.36 2.37 -4.32  0.30
C 1.28 -0.65 -5.42  -0.16
H -0.07 -4.32 0.59  0.29
P 1.61 0.19 -0.49  0.76

ΔE to the lowest compared entry with this formula, charge and spin: 0.0000 eV
Net charge: +1
HOMO: -9.1 eV
Molecular weight: 744.1 g/mol
LUMO: -0.1447 Ha

***

No. 5
Below is a molecular structure, C30H45BiF5P2, with properties calculated with ωB97M-V/def2-TZVPD.

Last column: Mulliken charge in e.
Positions of all 83 atoms, in Å:
H -2.76 3.45 0.11  0.36
C 2.66 -2.63 -0.95  -1.30
C -1.73 3.07 -0.02  -2.16
F 0.45 -3.14 5.90  -0.31
H -1.12 3.61 0.73  0.43
F 2.90 0.86 3.27  -0.52
C -0.22 -3.67 -0.65  -1.51
P 1.85 1.89 0.66  1.48
H -1.40 3.44 -1.01  0.32
H -3.22 -1.75 2.34  0.34
H 1.21 1.92 3.02  -0.03
C 3.47 1.22 0.82  -1.45
H -0.06 -2.63 -4.06  0.50
C 1.41 -3.20 1.34  -1.75
H -3.16 0.38 -2.81  0.47
C -0.04 1.62 -4.91  -1.22
H 0.02 1.79 -2.73  0.23
C -0.92 0.46 -5.48  -1.02
C 2.02 -1.44 5.77  0.69
H 2.28 -2.74 1.79  0.44
Bi 0.18 0.00 -0.13  -0.24
H 3.99 2.08 1.25  0.54
F 3.59 0.25 5.53  -0.31
H -3.82 1.57 -1.67  0.37
H -0.48 0.18 -6.46  0.35
C -1.65 1.42 2.74  -1.64
C 1.07 -0.84 3.18  1.32
H 0.40 -4.49 -1.02  0.52
H 1.01 3.81 -0.58  0.31
C 2.58 -0.45 5.01  0.52
H 0.77 1.85 -5.64  0.45
C -2.16 0.64 -0.92  0.98
H -1.65 -1.42 3.02  0.53
H 1.61 -4.23 1.05  0.76
H 0.50 3.28 2.11  0.42
H 3.34 -1.80 -0.72  0.25
C 1.36 2.62 2.20  -1.35
C -0.99 -0.79 -4.62  -0.22
H 3.92 0.95 -0.13  0.47
H 2.59 -2.79 -2.03  0.30
H -2.86 -2.79 -0.31  0.48
C -3.08 -1.85 -0.83  -2.09
H -2.63 1.28 3.22  0.39
H 2.45 3.06 -1.35  0.36
H -1.44 2.50 2.74  0.52
H -1.82 -2.63 1.78  0.16
H 1.96 0.07 -2.44  0.17
H 0.57 -3.17 2.01  0.12
F 2.47 -1.72 7.00  -0.30
F -0.42 -2.81 3.59  -0.56
H 2.62 3.94 0.20  0.48
C -2.89 1.15 -2.09  -1.74
H -2.39 1.98 -2.62  0.18
H -0.90 0.94 3.39  0.13
H -4.13 -1.61 -0.60  0.39
H 3.53 0.39 1.51  0.19
H 2.26 3.21 2.41  0.72
C -1.98 -0.55 1.09  0.55
C 0.56 1.30 -3.56  0.44
C -2.29 -0.68 -0.33  0.95
H -0.65 2.54 -4.83  0.36
C -1.71 0.84 1.38  1.13
C 1.96 3.30 -0.41  -1.30
P 1.05 -2.50 -0.23  1.73
C 0.53 -1.85 3.93  -0.48
C 0.05 -1.64 -4.53  -0.45
C 2.11 -0.17 3.74  -1.31
C 1.58 0.43 -3.41  0.36
C -2.16 -1.63 2.08  -1.95
H 3.19 -0.70 -4.24  0.33
H 2.50 0.48 -5.36  0.42
C -1.76 1.57 0.13  0.82
H 1.16 -1.09 -6.27  0.36
H -3.04 -2.06 -1.92  0.33
H -1.97 -1.06 -4.20  0.55
C 0.99 -2.14 5.20  0.43
H 1.93 -2.33 -5.28  0.41
C 2.24 -0.26 -4.58  -1.29
C 1.37 -1.38 -5.23  -0.90
H -0.71 -4.00 0.28  0.44
H -0.99 -3.40 -1.38  0.18
H 3.04 -3.53 -0.46  0.59
H -1.94 0.83 -5.71  0.34

Net charge: +1
HOMO: -10.3 eV
Molecular weight: 771.6 g/mol
LUMO: -0.1328 Ha

***

No. 6
Below is a molecular structure, C30H45BrEuN2P2, with properties calculated with ωB97M-V/def2-TZVPD.

Last column: Löwdin spin population.
Positions of all 81 atoms, in Å:
C 3.51 -3.40 0.50  -0.03
H 1.22 0.16 -5.99  0.00
H 1.74 1.34 -0.76  0.00
H -0.98 -2.78 -2.00  0.00
H 0.92 1.78 -6.67  0.00
H -0.91 0.56 -4.53  0.00
H -4.89 -1.39 0.24  0.00
H -0.35 -6.01 1.01  0.00
H -3.21 -2.88 -3.00  0.00
C 2.45 2.41 -3.92  0.00
H -0.33 0.16 1.20  0.00
C -1.50 -3.76 -1.95  0.00
H 2.54 -1.25 3.89  0.00
C 4.68 -2.55 0.77  0.00
H -1.68 4.37 -2.23  0.00
Eu 1.47 -2.80 1.48  7.01
H 6.50 -1.27 3.37  0.00
C -0.06 2.98 -2.39  0.00
C 1.76 0.37 -1.27  0.02
C -0.24 1.37 -4.88  0.00
C -0.68 -3.87 0.77  -0.01
C 2.35 -1.99 -1.30  0.00
C 0.93 0.20 -2.49  0.00
H -0.85 4.46 -3.80  0.00
H 1.00 2.78 4.41  0.00
C 1.02 1.82 3.88  0.00
C 6.20 -1.51 2.35  0.00
H 2.14 -4.14 -0.99  0.00
H 0.49 -5.05 2.25  0.00
H 0.13 -3.75 -0.02  0.00
H -0.84 -2.96 1.41  0.00
H 3.09 1.52 -3.97  0.00
H 3.95 3.92 -3.55  0.00
P 0.81 1.81 -3.47  0.00
H 3.50 3.01 -2.10  0.00
C -2.64 -3.82 -2.96  0.00
H -0.77 -4.57 -2.11  0.00
P -2.17 -3.95 -0.23  0.00
C -4.43 -2.38 0.25  0.00
H 3.43 -4.33 1.09  0.00
C 6.66 -1.34 0.09  0.00
C 5.05 -2.28 2.11  0.00
H 2.35 2.79 -4.95  0.00
N 6.98 -1.07 1.36  0.00
C 2.61 -3.23 -0.58  0.01
H -2.23 -3.99 -3.97  0.00
H 4.48 -2.67 2.96  0.00
H -3.33 -4.64 -2.74  0.00
C 1.87 0.80 4.31  0.00
H -4.97 -3.01 -0.48  0.00
H 7.34 -0.99 -0.69  0.00
H 2.51 0.90 5.18  0.00
C -1.20 3.78 -3.02  0.00
C 2.41 -0.70 -0.70  0.00
H -0.45 2.41 -1.54  0.00
C 0.21 1.61 2.76  0.00
C 0.46 0.93 -6.16  0.00
H -4.58 -2.81 1.25  0.00
H -2.42 -1.71 0.71  0.00
H -0.29 0.49 -6.83  0.00
H 0.70 3.66 -1.98  0.00
H 1.16 -0.99 -4.35  0.00
H 2.15 -2.97 -3.20  0.00
H -1.97 3.12 -3.45  0.00
H 2.42 4.27 -2.74  0.00
C 3.10 3.46 -3.02  0.00
C 0.27 0.38 2.09  0.00
N 1.10 -0.61 2.51  -0.01
H -0.88 2.24 -5.06  0.00
C 1.39 -0.97 -3.29  0.01
H -2.79 -1.73 -1.02  0.00
Br -0.96 -0.12 -1.97  0.01
C -2.95 -2.27 -0.07  0.00
H 5.28 -2.23 -1.30  0.00
H -1.27 -5.26 2.32  0.00
H -0.47 2.37 2.38  0.00
C 1.89 -0.41 3.60  0.00
H 3.00 -0.57 0.21  0.00
C 5.50 -2.04 -0.26  0.00
C 1.95 -2.04 -2.67  0.00
C -0.43 -5.11 1.63  0.00

ΔE to the lowest compared entry with this formula, charge and spin: 1.1875 eV
Net charge: +2
Multiplicity: 8
HOMO (spin up / spin down): -12.1 / -12.1 eV
⟨S²⟩: 15.764
Molecular weight: 727.5 g/mol
LUMO (spin up / spin down): -0.2280 / -0.2264 Ha